Below is C49H87Cl2O32PSiTa as an isolated structure, with properties calculated with ωB97M-V/def2-TZVPD.

Last column: Mulliken charge in e.
Element x y z (Å)
1 C 2.127 2.362 6.757  -1.3956
2 C 0.668 2.151 6.259  0.0211
3 C 0.628 1.441 4.920  -1.2280
4 Ta -1.318 1.537 3.716  1.9406
5 O -1.040 -0.424 3.163  -0.8862
6 C 0.084 2.083 1.970  -1.1435
7 C 1.138 1.016 1.534  -0.8940
8 C 0.754 0.055 0.404  -0.4434
9 P 2.220 -0.327 -0.508  0.3227
10 O 2.935 0.855 -1.032  -0.7161
11 O 3.151 -1.128 0.508  -0.3990
12 C 3.355 -2.550 0.440  -0.2273
13 C 4.667 -2.906 -0.248  -0.8707
14 O 1.753 -1.276 -1.690  0.4766
15 C 2.723 -1.547 -2.744  -0.0460
16 C 1.984 -1.336 -4.056  -1.3424
17 O -2.484 0.878 5.269  -0.7578
18 C -3.440 -0.154 5.051  -0.2354
19 C -3.803 -1.309 6.090  0.2644
20 C -4.724 -2.182 5.209  -1.8705
21 C -2.764 -2.240 6.739  0.6015
22 C -1.875 -2.987 5.731  -1.3518
23 C -1.964 -1.657 7.912  -1.4412
24 C -1.696 3.760 4.216  -0.8590
25 Cl -2.377 3.999 5.872  -0.2158
26 C -0.749 4.906 3.901  0.1295
27 C -0.799 5.306 2.420  -1.1132
28 Cl 0.970 4.739 4.411  -0.1989
29 Si -3.353 1.694 1.979  0.8327
30 C -3.455 0.106 0.926  -0.7525
31 C -3.299 3.125 0.707  -1.5008
32 C -5.066 1.904 2.803  -1.1701
33 H 2.336 3.432 6.848  0.2946
34 H 2.316 1.917 7.712  0.3591
35 H 2.837 1.991 6.013  0.3007
36 H 0.128 1.601 7.025  0.4137
37 H 0.246 3.152 6.208  0.0243
38 H 0.919 0.394 5.087  0.3372
39 H 1.427 1.858 4.296  0.5258
40 H -0.198 -0.750 3.522  0.1586
41 H 0.689 2.958 2.223  0.3622
42 H -0.463 2.320 1.053  0.2182
43 H 1.522 0.463 2.394  0.1276
44 H 1.981 1.595 1.140  0.7795
45 H -0.002 0.462 -0.270  0.4525
46 H 0.324 -0.879 0.781  0.1640
47 H 2.500 -3.071 0.005  0.1423
48 H 3.416 -2.885 1.476  0.4711
49 H 5.204 -3.655 0.334  0.4420
50 H 4.525 -3.310 -1.251  0.0282
51 H 5.282 -2.010 -0.330  0.2958
52 H 3.596 -0.902 -2.673  0.7456
53 H 2.985 -2.587 -2.674  -0.2273
54 H 2.151 -0.308 -4.369  0.2511
55 H 2.341 -2.063 -4.787  0.3964
56 H 0.926 -1.548 -3.904  0.2992
57 H -4.414 0.353 5.019  0.1933
58 H -3.311 -0.639 4.079  0.0237
59 H -4.458 -0.906 6.866  0.6283
60 H -4.929 -3.137 5.701  0.5165
61 H -5.693 -1.707 5.043  0.4887
62 H -4.273 -2.415 4.244  0.2559
63 H -3.383 -2.993 7.242  0.4340
64 H -2.118 -2.746 4.698  0.1912
65 H -1.947 -4.069 5.856  0.2155
66 H -0.833 -2.698 5.868  0.3709
67 H -2.458 -0.767 8.303  0.2581
68 H -1.867 -2.405 8.698  0.2745
69 H -0.972 -1.373 7.570  0.2249
70 H -2.556 4.001 3.588  0.3426
71 H -1.101 5.766 4.468  0.7445
72 H 0.133 5.073 1.908  0.3650
73 H -0.917 6.390 2.356  0.3592
74 H -1.648 4.858 1.908  -0.0007
75 H -2.451 -0.256 0.711  -0.0634
76 H -4.012 -0.679 1.435  -0.0226
77 H -3.941 0.334 -0.028  0.3944
78 H -3.730 4.020 1.165  0.2898
79 H -2.303 3.394 0.351  0.3016
80 H -3.937 2.885 -0.149  0.4753
81 H -4.986 2.307 3.812  0.3257
82 H -5.707 2.550 2.197  0.4135
83 H -5.559 0.930 2.848  0.0620
84 C -0.598 -4.060 -2.289  0.5848
85 C -0.908 -4.763 -3.597  -0.3438
86 O -2.230 -5.251 -3.366  -0.3666
87 C -2.798 -4.484 -2.406  0.6121
88 O -3.952 -4.531 -2.108  -0.5541
89 O -1.893 -3.670 -1.842  -0.2694
90 H 0.051 -3.196 -2.408  -0.5135
91 H -0.158 -4.732 -1.551  0.2062
92 H -0.929 -4.076 -4.444  0.3178
93 H -0.233 -5.584 -3.821  0.2951
94 C -0.980 2.485 -3.969  -0.3307
95 C 0.440 1.960 -3.874  0.3647
96 O 0.727 1.613 -5.242  -0.2907
97 C -0.077 2.339 -6.039  0.6221
98 O 0.029 2.405 -7.233  -0.5857
99 O -1.019 2.982 -5.321  -0.3251
100 H -1.201 3.280 -3.264  0.2860
101 H -1.727 1.697 -3.864  0.2972
102 H 1.150 2.722 -3.552  0.1609
103 H 0.536 1.091 -3.229  -0.3142
104 C 2.087 -3.080 12.084  -0.3378
105 C 1.521 -4.146 11.161  -0.2900
106 O 0.463 -3.449 10.509  -0.2926
107 C 0.729 -2.111 10.549  0.6178
108 O 0.130 -1.279 9.946  -0.4212
109 O 1.784 -1.879 11.380  -0.3421
110 H 3.160 -3.164 12.240  0.2813
111 H 1.583 -3.059 13.052  0.2556
112 H 2.243 -4.473 10.411  0.2527
113 H 1.132 -5.015 11.687  0.2708
114 C 6.645 -4.046 -4.275  -0.0763
115 C 6.280 -4.822 -5.529  -0.3802
116 O 4.964 -5.310 -5.222  -0.3858
117 C 4.426 -4.507 -4.280  0.4668
118 O 3.284 -4.534 -3.921  -0.4793
119 O 5.349 -3.655 -3.793  -0.1364
120 H 7.273 -3.183 -4.463  0.3382
121 H 7.117 -4.674 -3.517  0.1091
122 H 6.215 -4.180 -6.408  0.2614
123 H 6.948 -5.651 -5.742  0.3021
124 C -1.999 3.778 -9.171  -0.0261
125 C -2.351 2.813 -10.287  -0.3169
126 O -3.042 3.660 -11.220  -0.3438
127 C -2.642 4.936 -11.008  0.6826
128 O -2.909 5.853 -11.730  -0.5585
129 O -1.912 5.028 -9.882  -0.3255
130 H -1.065 3.540 -8.678  0.1491
131 H -2.790 3.856 -8.423  0.2041
132 H -1.468 2.403 -10.777  0.2866
133 H -2.995 1.997 -9.971  0.3026
134 C 11.059 -3.854 -1.399  -0.3409
135 C 9.636 -4.033 -0.896  -0.2951
136 O 8.894 -3.224 -1.816  -0.1997
137 C 9.608 -3.103 -2.957  0.6386
138 O 9.183 -2.624 -3.968  -0.5650
139 O 10.854 -3.594 -2.794  -0.3409
140 H 11.682 -4.734 -1.268  0.2957
141 H 11.555 -2.991 -0.953  0.2713
142 H 9.290 -5.064 -0.979  0.2522
143 H 9.483 -3.684 0.120  0.2908
144 C -6.012 6.360 -10.352  -0.1635
145 C -6.437 5.734 -11.667  -0.1757
146 O -7.783 5.329 -11.384  -0.3474
147 C -8.260 6.092 -10.371  0.6076
148 O -9.399 6.119 -10.014  -0.5257
149 O -7.259 6.823 -9.821  -0.3563
150 H -5.315 7.182 -10.479  0.3100
151 H -5.585 5.628 -9.664  0.1815
152 H -6.449 6.455 -12.485  0.2425
153 H -5.832 4.880 -11.956  0.2169
154 C -7.279 -2.027 2.001  0.0368
155 C -7.979 -3.297 1.552  -0.3858
156 O -8.470 -3.828 2.793  -0.3533
157 C -8.590 -2.809 3.679  0.6966
158 O -9.134 -2.896 4.741  -0.5604
159 O -8.019 -1.689 3.188  -0.3283
160 H -7.332 -1.223 1.276  0.3454
161 H -6.237 -2.192 2.271  -0.0033
162 H -8.829 -3.096 0.898  0.2593
163 H -7.321 -4.007 1.071  0.3030
164 C 5.523 2.826 -1.420  0.3951
165 C 5.916 2.860 -2.884  -0.2324
166 O 7.244 3.398 -2.837  -0.3739
167 C 7.760 3.151 -1.607  0.6438
168 O 8.905 3.321 -1.309  -0.5594
169 O 6.804 2.681 -0.779  -0.3321
170 H 4.863 2.000 -1.173  -0.1402
171 H 5.070 3.761 -1.090  0.1727
172 H 5.958 1.863 -3.326  0.2434
173 H 5.274 3.492 -3.492  0.2997

Output
HOMO-LUMO gap in eV: 5.54
Total energy in eV: -161510.9827
Total charge: -1